{
  "formula": "C5H14NO",
  "method": "ωB97M-V with the def2-TZVPD basis set",
  "elements": ["C", "C", "C", "C", "N", "C", "O", "H", "H", "H", "H", "H", "H", "H", "H", "H", "H", "H", "H", "H", "H"],
  "positions_angstrom": [[0.27, 1.57, -1.62], [1.42, 0.76, -1.12], [0.92, -0.68, -0.67], [-0.22, -0.34, 0.38], [0.37, 0.06, 1.72], [-1.28, -1.40, 0.72], [-2.30, -0.86, 1.55], [-0.19, 2.08, -0.77], [-0.64, 1.16, -2.11], [0.53, 2.42, -2.21], [2.02, 0.60, -2.02], [2.07, 1.13, -0.34], [0.53, -1.38, -1.39], [1.77, -1.22, -0.22], [-0.89, 0.42, 0.14], [0.39, 1.09, 1.79], [-0.35, -0.27, 2.43], [1.25, -0.39, 1.78], [-0.84, -2.34, 1.21], [-1.65, -1.69, -0.29], [-3.17, -0.73, 1.06]],
  "mulliken_charge": [-1.237, -0.295, -0.659, -0.287, -0.124, -0.904, -0.551, 0.336, 0.337, 0.382, 0.339, 0.347, 0.410, 0.325, 0.336, 0.364, 0.387, 0.367, 0.335, 0.442, 0.352],
  "homo_lumo_gap_ev": 11.588,
  "smiles": "CCC[C@H]([NH3+])CO",
  "charge": 1,
  "homo_ev": -14.9,
  "lumo_energy_ev": -3.35,
  "relative_energy_kj_mol": 191.7
}